No. 1
Density functional theory data (ωB97M-V/def2-TZVPD) for 3 unconnected molecules or ions with the total composition C20H43FN2O8PS2 in a non-equilibrium geometry.

Element x y z (Å)
1 C 2.7259 -2.9497 -1.5030
2 C 4.2855 -3.3586 -1.8717
3 S 5.5042 -3.0520 -0.4642
4 C 6.5841 -1.5826 -1.0361
5 P 6.1787 -0.0923 0.1067
6 C 5.9430 1.3287 1.3603
7 F 7.4915 0.8525 -0.6135
8 C 5.0096 0.6590 -1.1972
9 C 5.8026 1.3045 -2.5215
10 O 4.7156 1.5160 -3.5347
11 N 7.3213 -0.8373 1.3102
12 C 8.6011 -0.3020 1.1153
13 S 10.1330 0.4307 1.2636
14 O 4.9292 -1.0951 0.8283
15 C 3.7373 -0.3220 1.1902
16 N 2.5525 0.2535 1.2221
17 H 2.6589 -1.8061 -1.2337
18 H 2.0131 -3.1055 -2.4464
19 H 2.3020 -3.6458 -0.6418
20 H 4.3398 -4.4878 -2.2080
21 H 4.6152 -2.7048 -2.7925
22 H 7.6998 -1.9762 -0.9297
23 H 6.3080 -1.4256 -2.1619
24 H 5.8346 0.9668 2.4930
25 H 6.9650 1.9469 1.3515
26 H 5.1064 2.1019 1.1016
27 H 4.3002 1.5089 -0.8257
28 H 4.3214 -0.2172 -1.6089
29 H 6.2248 2.3701 -2.2788
30 H 6.5846 0.5712 -2.9893
31 H 3.8470 1.4815 -2.9970
32 C -2.0581 0.6851 0.0947
33 O -1.8130 1.8066 -0.7380
34 C -0.5328 2.3982 -0.5202
35 C 0.0912 2.8494 -1.8453
36 O 0.5493 1.7834 -2.6871
37 C -0.4568 0.9336 -3.2546
38 C -1.3331 1.5999 -4.3182
39 O -2.2252 2.5473 -3.7308
40 C -2.3395 3.7480 -4.4836
41 H -2.3062 1.0159 1.1058
42 H -2.9072 0.1354 -0.3204
43 H -1.1983 0.0074 0.1142
44 H 0.1493 1.7015 -0.0193
45 H -0.6839 3.2695 0.1254
46 H 0.9856 3.4364 -1.6071
47 H -0.5701 3.5196 -2.3947
48 H -1.0538 0.4664 -2.4758
49 H 0.0932 0.1206 -3.7419
50 H -1.9483 0.8420 -4.8143
51 H -0.6912 2.0752 -5.0735
52 H -1.3527 4.1323 -4.7625
53 H -2.8224 4.4985 -3.8488
54 H -2.9489 3.5784 -5.3693
55 C -6.1241 -4.2813 2.9090
56 O -6.5527 -2.9353 2.7833
57 C -7.5155 -2.5588 3.7669
58 C -7.2683 -1.1256 4.2504
59 O -6.1150 -0.9644 5.0863
60 C -4.8372 -1.1558 4.4641
61 C -4.4462 -0.0718 3.4566
62 O -5.2288 -0.1685 2.2664
63 C -5.6538 1.0955 1.7732
64 H -6.8890 -4.9564 2.5185
65 H -5.2087 -4.4004 2.3228
66 H -5.8897 -4.5298 3.9492
67 H -7.4946 -3.2381 4.6270
68 H -8.5016 -2.6178 3.2946
69 H -8.1217 -0.8347 4.8735
70 H -7.2472 -0.4185 3.4212
71 H -4.7605 -2.1512 4.0346
72 H -4.1096 -1.1234 5.2829
73 H -3.3987 -0.2019 3.1654
74 H -4.5564 0.9170 3.9243
75 H -6.0804 1.7070 2.5754
76 H -6.4415 0.9203 1.0328
77 H -4.8213 1.6120 1.2992

frontier orbital gap: 0.255 Ha
lowest unoccupied orbital energy: 2.17 eV
energy: -2736.5629 hartree
maximum force: 11.586 eV Å⁻¹
charge: -1

Here are the Mulliken charges for atoms 1 to 2, given in e: C -0.6315; C -0.3810

No. 2
Density functional theory data (ωB97M-V/def2-TZVPD) for 11 unconnected molecules or ions with the total composition C51H148N18O21P6S5 in a non-equilibrium geometry.

Element x y z (Å)
1 C 2.1576 3.0317 7.2135
2 N 3.0876 2.2999 6.3351
3 C 4.3315 1.6411 6.9059
4 P 2.5671 1.8581 4.8005
5 O 1.4424 0.9070 4.6188
6 N 2.0907 3.4015 4.1511
7 C 0.9319 3.4119 3.2088
8 C 2.5691 4.7320 4.5651
9 N 3.8988 1.2168 4.0093
10 C 4.2114 -0.2267 3.8936
11 C 4.9216 2.0853 3.5115
12 H 1.7572 2.4291 8.0348
13 H 1.3213 3.4099 6.6180
14 H 2.7337 3.8318 7.7008
15 H 4.8088 1.0308 6.1021
16 H 4.0559 1.0456 7.7563
17 H 4.9808 2.4162 7.2127
18 H 0.6780 2.3855 2.9883
19 H 0.0712 3.7952 3.7609
20 H 1.1723 3.9519 2.3235
21 H 3.4542 4.6927 5.1581
22 H 2.7977 5.2353 3.5898
23 H 1.7274 5.2743 5.0003
24 H 4.5566 -0.4526 2.9185
25 H 4.9775 -0.5762 4.6199
26 H 3.2714 -0.7439 4.1359
27 H 4.6022 3.1123 3.4115
28 H 5.3915 1.8203 2.5197
29 H 5.7720 2.1305 4.2095
30 C 4.9268 2.4065 -2.9017
31 N 6.3097 2.7286 -2.5403
32 C 6.7454 4.0865 -2.9600
33 P 6.8477 2.1386 -1.0631
34 O 6.1393 2.6239 0.1688
35 N 6.7242 0.5221 -1.1799
36 C 6.1286 -0.2195 -0.0568
37 C 6.9834 -0.2287 -2.3777
38 N 8.4857 2.6926 -0.9748
39 C 9.2812 2.3066 -2.1352
40 C 9.1285 2.9916 0.2765
41 H 4.8394 2.2904 -4.0093
42 H 4.2093 3.1398 -2.6651
43 H 4.5635 1.4799 -2.4147
44 H 6.0806 4.8626 -2.5047
45 H 6.7974 4.1214 -4.0658
46 H 7.7599 4.2831 -2.6296
47 H 5.0788 -0.3332 -0.2214
48 H 6.4840 -1.2249 -0.1970
49 H 6.3837 0.1971 0.9206
50 H 6.8707 0.3349 -3.3113
51 H 7.9484 -0.7686 -2.3419
52 H 6.3577 -1.0446 -2.4888
53 H 9.5748 1.2399 -2.0488
54 H 8.6791 2.3418 -3.0257
55 H 10.1346 2.9541 -2.2531
56 H 8.3055 3.1070 0.9677
57 H 9.8113 3.8726 0.3113
58 H 9.7083 2.0982 0.5198
59 C -1.5074 8.5152 0.7292
60 N -0.6593 7.3003 0.8143
61 C -0.8543 6.5491 2.0506
62 P 0.0570 6.6616 -0.5803
63 O 0.6255 7.6259 -1.5085
64 N 1.2187 5.6138 0.0648
65 C 2.4658 6.2765 0.5751
66 C 1.5076 4.3071 -0.4781
67 N -1.0697 5.7078 -1.3269
68 C -1.8812 4.7842 -0.5044
69 C -0.7040 5.3122 -2.6943
70 H -2.5275 8.1968 0.4261
71 H -1.1598 9.3342 0.0650
72 H -1.6132 8.8147 1.7894
73 H -1.9492 6.2952 2.1647
74 H -0.5232 7.0479 2.9430
75 H -0.3140 5.6178 2.0187
76 H 3.2891 6.1598 -0.1214
77 H 2.4148 7.3314 0.7196
78 H 2.7447 5.7500 1.4997
79 H 2.1736 3.8418 0.2644
80 H 0.6344 3.6413 -0.5032
81 H 1.9526 4.2325 -1.4419
82 H -2.5670 5.3145 0.1856
83 H -2.5173 4.2630 -1.1554
84 H -1.2253 3.9976 -0.0325
85 H -0.8715 4.2203 -2.8275
86 H 0.3381 5.5262 -2.9444
87 H -1.2867 5.8492 -3.4446
88 C 0.7252 -0.8510 1.8209
89 N 1.1634 -0.2191 0.5171
90 C 2.2485 0.7517 0.7110
91 P -0.0510 0.3728 -0.5692
92 O -0.5168 1.7439 -0.2355
93 N 0.6978 0.2960 -2.0227
94 C 1.4766 -0.8156 -2.5090
95 C 0.7724 1.5158 -2.8940
96 N -1.1957 -0.8256 -0.4785
97 C -2.6378 -0.4337 -0.6322
98 C -0.9165 -2.2461 -0.5280
99 H 0.4625 -0.1777 2.5741
100 H 1.6184 -1.3058 2.2718
101 H 0.0153 -1.6723 1.7583
102 H 1.9405 1.7151 1.1435
103 H 2.8615 0.8652 -0.2377
104 H 3.0272 0.3895 1.3590
105 H 1.1396 -1.2103 -3.4607
106 H 2.5046 -0.4438 -2.5543
107 H 1.4780 -1.5985 -1.7390
108 H 0.5831 1.1022 -3.9043
109 H 0.0055 2.1962 -2.6168
110 H 1.7228 2.0027 -2.8430
111 H -2.9680 -0.4773 -1.6625
112 H -3.2322 -1.2782 -0.2352
113 H -2.8493 0.5430 -0.2125
114 H -1.3071 -2.7211 -1.4628
115 H -1.3546 -2.7537 0.3250
116 H 0.1528 -2.4307 -0.5168
117 C -2.1411 -1.0583 -4.4589
118 N -2.8439 -0.6938 -5.6916
119 C -3.6701 -1.6517 -6.3505
120 P -2.8125 0.8684 -6.1966
121 O -3.3721 0.8968 -7.6082
122 N -3.6579 1.8748 -5.0865
123 C -5.0698 1.8384 -5.1466
124 C -3.2310 2.0004 -3.6688
125 N -1.2931 1.4615 -5.9390
126 C -1.1494 2.9011 -6.2827
127 C -0.2667 0.4957 -6.3970
128 H -1.4569 -1.8857 -4.5737
129 H -2.8015 -1.2726 -3.6217
130 H -1.5414 -0.2086 -4.1266
131 H -4.5011 -2.0028 -5.7217
132 H -3.0736 -2.4831 -6.6182
133 H -4.0781 -1.2536 -7.2716
134 H -5.5041 2.0176 -6.1832
135 H -5.4400 0.8299 -4.8056
136 H -5.6227 2.5740 -4.5201
137 H -2.1657 1.7686 -3.5280
138 H -3.3308 3.0676 -3.3944
139 H -3.8561 1.4557 -2.9509
140 H -1.1959 3.5297 -5.3944
141 H -0.3318 3.1853 -6.8976
142 H -2.0740 3.1600 -6.7782
143 H -0.5921 -0.1106 -7.3069
144 H 0.0776 -0.1633 -5.5447
145 H 0.6374 1.0288 -6.7274
146 C -9.9046 -0.2627 -0.3516
147 N -9.0973 -0.9079 0.6823
148 C -9.5965 -2.2589 1.1784
149 P -7.8817 -0.1110 1.5213
150 O -7.1406 -1.0178 2.4442
151 N -6.9381 0.5622 0.3231
152 C -6.1253 1.7650 0.4692
153 C -6.3476 -0.5032 -0.5770
154 N -8.3923 1.2071 2.4190
155 C -7.5705 1.6565 3.5254
156 C -9.2139 2.1848 1.7033
157 H -10.2812 -1.0875 -0.9987
158 H -9.2732 0.4432 -0.9982
159 H -10.7470 0.2276 0.0466
160 H -9.5956 -2.8721 0.2813
161 H -10.6125 -2.2127 1.6265
162 H -8.8447 -2.5632 1.9212
163 H -6.4566 2.3375 1.3063
164 H -5.0556 1.5049 0.5424
165 H -6.3638 2.4278 -0.4384
166 H -7.1607 -1.0488 -1.0736
167 H -5.7318 -0.0385 -1.4310
168 H -5.7117 -1.2360 0.0379
169 H -8.2114 1.9031 4.3402
170 H -6.8228 0.8850 3.6953
171 H -6.9951 2.5607 3.2826
172 H -9.7547 1.8516 0.8007
173 H -8.6100 3.0751 1.4442
174 H -9.9876 2.5676 2.3411
175 C 0.6812 -6.3664 1.5829
176 C -0.5272 -6.0280 0.8011
177 O -0.3252 -6.7251 -0.4652
178 S -1.5118 -6.8714 -1.4578
179 C -2.5247 -8.2132 -0.8017
180 O -2.3408 -5.7098 -1.3108
181 O -0.9305 -7.3078 -2.7015
182 H 0.7784 -7.4347 1.7079
183 H 0.8161 -5.9333 2.5690
184 H 1.6410 -6.0463 1.0171
185 H -1.4435 -6.3955 1.3285
186 H -0.7900 -4.9534 0.5880
187 H -3.4080 -8.0988 -1.3791
188 H -2.7523 -8.0901 0.2061
189 H -2.0175 -9.0917 -1.0960
190 C 4.2592 -3.3396 2.2436
191 C 3.3798 -2.9476 1.1491
192 O 4.1293 -3.0312 -0.0403
193 S 3.6469 -3.6987 -1.3516
194 C 4.4802 -5.2360 -1.3271
195 O 2.2537 -4.0338 -1.2469
196 O 4.0296 -2.8412 -2.3842
197 H 4.7196 -4.3616 2.2225
198 H 3.8120 -3.1618 3.2405
199 H 5.1728 -2.6661 2.2044
200 H 2.4861 -3.4937 0.9880
201 H 3.1473 -1.9122 1.2426
202 H 5.5450 -5.3187 -1.1140
203 H 4.2754 -5.6457 -2.3279
204 H 3.8717 -5.8480 -0.6254
205 C -0.6064 -5.8519 5.8276
206 C 0.7796 -5.4394 6.2620
207 O 0.7080 -3.9735 6.4362
208 S 0.8620 -2.9286 5.2609
209 C -0.2119 -1.6290 5.7452
210 O 2.1545 -2.4096 5.3766
211 O 0.3579 -3.4418 4.0176
212 H -0.8558 -6.9023 6.1014
213 H -0.7616 -5.7912 4.7507
214 H -1.3265 -5.1455 6.2445
215 H 1.0829 -5.8598 7.2354
216 H 1.5549 -5.6992 5.5268
217 H -0.1289 -0.8219 5.0463
218 H 0.1619 -1.3235 6.7469
219 H -1.1918 -2.1215 5.8810
220 C 3.1038 -6.1087 -5.0963
221 C 2.7060 -4.6937 -5.5051
222 O 1.4141 -4.7523 -6.1645
223 S 0.2049 -3.8433 -5.6594
224 C -0.4869 -4.8644 -4.4158
225 O 0.8382 -2.5740 -5.1562
226 O -0.7666 -3.7053 -6.7259
227 H 2.6609 -6.3048 -4.1003
228 H 4.1708 -6.1508 -4.8998
229 H 2.9403 -6.9446 -5.7776
230 H 2.7115 -3.9981 -4.6581
231 H 3.3828 -4.3021 -6.3032
232 H -1.4738 -4.3086 -4.2460
233 H 0.1242 -4.8157 -3.5245
234 H -0.6434 -5.8731 -4.7410
235 C -3.9864 -0.0574 3.4357
236 C -2.8808 -0.8427 2.7244
237 O -3.3029 -2.0002 2.0080
238 S -3.5553 -3.2982 2.8983
239 C -5.1348 -3.8466 2.4748
240 O -2.6316 -4.3184 2.5355
241 O -3.5432 -2.8915 4.2339
242 H -4.2123 -0.4056 4.4142
243 H -4.9677 0.0909 2.8750
244 H -3.6793 0.9640 3.6141
245 H -2.4484 -0.3110 1.9113
246 H -2.1494 -1.1262 3.4421
247 H -5.9296 -3.0980 2.6617
248 H -5.1294 -4.7306 3.1244
249 H -5.0706 -4.2272 1.4421

frontier orbital gap: 0.301 Ha
lowest unoccupied orbital energy: 0.14 eV
energy: -8636.8253 hartree
SMILES: CN(C)P(=O)(N(C)C)N(C)C.CN(C)P(=O)(N(C)C)N(C)C.CN(C)P(=O)(N(C)C)N(C)C.CN(C)P(=O)(N(C)C)N(C)C.CN(C)P(=O)(N(C)C)N(C)C.CN(C)P(=O)(N(C)C)N(C)C.CCOS(C)(=O)=O.CCOS(C)(=O)=O.CCOS(C)(=O)=O.CCOS(C)(=O)=O.CCOS(C)(=O)=O
maximum force: 3.715 eV Å⁻¹
charge: 0

Here are the Mulliken charges for atoms 1 to 2, given in e: C -1.0449; N 0.4579

No. 3
Density functional theory data (ωB97M-V/def2-TZVPD) for a single C4H7NOS2 molecule in a non-equilibrium geometry.

Element x y z (Å)
1 C -1.9645 1.8531 -0.0100
2 O -0.9231 0.9931 0.5141
3 C -0.9632 -0.2753 0.0985
4 S -2.3386 -1.2126 -0.1565
5 N 0.3012 -0.8461 -0.0273
6 C 1.6258 -0.3449 0.0492
7 C 2.6997 -1.4063 0.1944
8 S 1.9893 1.1985 -0.2250
9 H -1.6584 2.8433 0.3034
10 H -2.9020 1.6916 0.4666
11 H -2.0550 1.7177 -1.0756
12 H 0.1340 -1.8539 -0.0401
13 H 2.2218 -2.4082 0.0273
14 H 3.4504 -1.3336 -0.5869
15 H 3.2890 -1.4130 1.0948

ΔE to the lowest compared entry with this formula, charge and spin: 24.4 kcal/mol
frontier orbital gap: 0.303 Ha
lowest unoccupied orbital energy: -0.50 eV
energy: -1082.9559 hartree
SMILES: COC(=S)NC(C)=S
maximum force: 2.106 eV Å⁻¹
charge: 0

Here are the natural (NBO) charges for atoms 1 to 2, given in e: C -0.2494; O -0.4875

No. 4
Density functional theory data (ωB97M-V/def2-TZVPD) for a molecular structure, C15H35N2OP3Pb in a non-equilibrium geometry.

Element x y z (Å)
1 Pb 0.9262 0.0134 0.1987
2 P 0.5793 3.0806 0.2008
3 P 2.2451 -2.6567 0.4627
4 N -1.3741 0.9129 -0.8787
5 N -0.6215 -1.7833 -0.7374
6 H -3.0782 0.2019 -1.9599
7 H -2.6603 -2.2096 -1.1440
8 H -3.0426 -0.1640 -0.2038
9 C -2.4257 -0.0926 -1.1170
10 H -1.7381 -1.5633 -2.5231
11 C -1.8741 -1.4782 -1.4247
12 H -2.0020 2.1251 -2.4600
13 H -0.9486 -3.7885 -1.2203
14 C -1.3468 1.9952 -1.5708
15 C -0.2443 -3.0586 -0.7709
16 H -1.2549 4.0573 -1.0402
17 C -0.5503 3.2437 -1.2756
18 H 0.0263 3.5288 -2.1665
19 H 3.3533 -3.0852 -0.3471
20 H 2.4277 -3.4163 1.6677
21 H 1.6639 3.7898 -0.3671
22 H 0.0208 4.1761 0.9158
23 O 1.6761 0.7289 -1.8015
24 C 0.9558 0.4751 -2.9676
25 C 1.1856 1.5394 -4.0284
26 C 1.2405 -0.9043 -3.5351
27 H -0.1421 0.5845 -2.6980
28 H 0.7514 2.4977 -3.7327
29 H 2.2615 1.6697 -4.1902
30 H 0.7246 1.2201 -4.9702
31 H 0.9814 -1.6944 -2.8235
32 H 0.6783 -1.0413 -4.4642
33 H 2.3089 -1.0005 -3.7752
34 C 0.9464 -3.6139 -0.2999
35 H 1.0492 -4.6920 -0.4422
36 C 0.7027 0.4428 4.7291
37 C -0.3826 -0.5560 4.3390
38 P -0.9710 -0.3321 2.6156
39 C -2.1422 -1.7458 2.4188
40 C -2.9936 -2.1296 3.6272
41 C -2.0003 1.2026 2.7443
42 C -2.9631 1.3257 3.9215
43 H 1.5548 0.3989 4.0411
44 H 1.0713 0.1994 5.7311
45 H 0.3257 1.4722 4.7510
46 H 0.0139 -1.5813 4.3944
47 H -1.2393 -0.4947 5.0231
48 H -2.7754 -1.5349 1.5428
49 H -1.4970 -2.5947 2.1329
50 H -3.8054 -1.4147 3.8050
51 H -3.4531 -3.1062 3.4360
52 H -2.4005 -2.2260 4.5441
53 H -1.2755 2.0346 2.7658
54 H -2.5431 1.2929 1.7906
55 H -2.4758 1.1653 4.8911
56 H -3.3702 2.3450 3.9345
57 H -3.8150 0.6414 3.8388

frontier orbital gap (alpha / beta): 0.275 / 0.139 Ha
lowest unoccupied orbital energy (alpha / beta): -2.51 / -6.10 eV
energy: -1993.8449 hartree
expectation value of S²: 0.7709
maximum force: 1.990 eV Å⁻¹
2S+1: 2
charge: +1

Here are the natural (NBO) charges for atoms 1 to 2, given in e: Pb 1.3424; P 0.3039

Among the records above, which one has the highest maximum force? C20H43FN2O8PS2